Below is a cluster of 3 separate species, C4H16N2O2 in total, with properties calculated with ωB97M-V/def2-TZVPD.

```
24
Properties=species:S:1:pos:R:3:nbo_charge:R:1
C 0.104 0.097 1.058 -0.235
C 0.659 -1.220 0.700 -0.495
C 0.087 -1.596 -0.651 0.084
C -0.811 -2.524 -0.750 -0.310
N 0.665 -1.095 -1.905 -0.722
N 1.091 1.121 1.691 -0.720
H -0.362 0.598 0.224 0.237
H -0.728 0.007 1.936 0.257
H 1.689 -1.283 0.296 0.233
H 0.607 -2.101 1.412 0.294
H -1.058 -2.954 -1.783 0.226
H -1.485 -2.980 0.042 0.274
H 1.638 -0.671 -1.848 0.440
H 0.192 -0.347 -2.342 0.480
H 0.824 -2.004 -2.507 0.486
H 0.378 1.915 2.010 0.483
H 1.692 0.584 2.417 0.461
H 1.569 1.487 0.920 0.413
H -1.889 2.284 2.475 0.532
H -0.932 3.340 2.415 0.518
O -1.001 2.426 2.078 -0.957
H -1.728 1.581 -2.867 0.520
H -0.337 2.059 -2.487 0.489
O -0.863 1.276 -2.535 -0.988
```

Properties
Energy relative to the best compared isomer or geometry (same formula, charge and spin) = 59.8 kcal per mole
Spin multiplicity = 1
E_tot = -421.3223 Eh
Total charge = +2